P:
C3H8N2 | ωB97M-V with the def2-TZVPD basis set

Element x y z (Å)
C1 0.86461 -1.29722 1.01376
N1 -0.83308 -0.08185 -0.77353
N2 -1.86351 0.65181 -0.13273
C2 0.96108 -0.03960 0.57424
C3 0.63703 0.44885 -0.78680
H1 -1.12664 -0.27955 -1.73458
H2 -1.72711 1.66480 -0.21489
H3 -1.84784 0.40389 0.86237
H4 1.21207 -1.59321 1.98868
H5 0.28443 -2.01982 0.45767
H6 1.54671 0.67038 1.15333
H7 0.68498 1.54720 -0.85449
H8 1.20728 -0.07568 -1.55303

Output
- molar mass (g mol⁻¹) = 72.111
- SMILES string = C=CCNN
- HOMO-LUMO gap (eV) = 10.0


Q:
C3H8N2 | ωB97M-V with the def2-TZVPD basis set

Element x y z (Å)
C1 -1.00552 -1.75483 0.36094
C2 -0.95363 -0.43103 -0.27928
C3 0.23480 0.54053 0.10388
H1 -1.75030 -2.44449 -0.14295
H2 -1.35712 -1.78350 1.45030
H3 0.09209 -2.08764 0.35571
H4 -0.94686 -0.48909 -1.40333
H5 -1.87163 0.26563 -0.08499
H6 0.70792 0.45973 1.12672
H7 2.15387 1.75175 0.62534
H8 2.33489 2.28713 -1.07065
N1 0.67006 1.46448 -0.82221
N2 1.69144 2.22134 -0.21947

Output
- molar mass (g mol⁻¹) = 72.111
- SMILES string = CC/C=N/N
- HOMO-LUMO gap (eV) = 9.6


Result of the stability comparison: P is the least stable of them.


P:
C3H8N2 | ωB97M-V with the def2-TZVPD basis set

Element x y z (Å)
C1 -0.19148 1.77132 -0.24691
C2 -0.10306 0.25912 -0.00049
C3 1.21774 -0.48643 -0.18083
H1 -1.26294 2.04536 -0.20306
H2 0.29907 2.35846 0.52315
H3 0.16417 2.07365 -1.24377
H4 1.10601 -1.28745 -0.95379
H5 1.52590 -0.91828 0.78670
H6 2.03574 0.23002 -0.42203
H7 -2.03023 -2.00520 0.75256
H8 -0.32035 -2.05782 0.71270
N1 -1.24072 -0.29410 0.19104
N2 -1.19986 -1.68863 0.28474

Output
- molar mass (g mol⁻¹) = 72.111
- SMILES string = CC(C)=NN
- HOMO-LUMO gap (eV) = 9.7


Q:
C3H8N2 | ωB97M-V with the def2-TZVPD basis set

Element x y z (Å)
C1 -1.98755 0.41782 -0.03898
C2 0.76618 0.04058 0.09606
C3 2.32183 -0.03731 -0.05366
H1 -3.03791 0.26071 -0.26295
H2 -1.56186 0.98388 -0.84603
H3 -1.97038 0.99568 0.89959
H4 -1.79589 -1.70209 0.24532
H5 0.32159 1.06548 0.24815
H6 2.76798 -0.42584 0.93926
H7 2.65570 -0.71772 -0.87398
H8 2.70169 0.99448 -0.29475
N1 -1.25240 -0.85279 -0.04466
N2 0.07101 -1.02289 -0.01336

Output
- molar mass (g mol⁻¹) = 72.111
- SMILES string = C/C=N/NC
- HOMO-LUMO gap (eV) = 9.2


R:
C3H8N2 | ωB97M-V with the def2-TZVPD basis set

Element x y z (Å)
C1 -0.58656 -0.33153 -0.12134
C2 -1.27330 -0.09043 -1.39687
C3 1.28030 0.70757 1.15727
N1 0.50059 -1.31735 -0.15590
N2 0.77078 0.31446 -0.13417
H1 -1.09791 -0.39144 0.84809
H2 -0.58919 -0.17892 -2.20028
H3 -1.69176 0.98491 -1.52479
H4 -2.10551 -0.78753 -1.51402
H5 0.67056 1.73741 1.54357
H6 1.22293 -0.10261 1.89506
H7 2.20721 1.10189 0.87523
H8 0.69184 -1.64645 0.72816

Output
- molar mass (g mol⁻¹) = 72.111
- SMILES string = C[C@H]1NN1C
- HOMO-LUMO gap (eV) = 10.6


Result of the stability comparison: R is the least stable of them.


P:
C5H9NO | ωB97M-V with the def2-TZVPD basis set

Element x y z (Å)
C1 -1.74975 -0.59528 0.04405
C2 -0.87426 0.55046 0.44513
N1 -0.02231 0.45046 1.58200
C3 1.23479 0.41618 1.02158
O1 2.30452 0.22279 1.55407
C4 0.79543 0.56106 -0.39584
C5 1.33129 -0.43127 -1.42882
H1 -1.12618 -1.48138 -0.06555
H2 -2.27242 -0.39845 -0.90236
H3 -2.50900 -0.78858 0.80918
H4 -1.47452 1.50656 0.47502
H5 -0.23074 0.73412 2.52174
H6 0.14158 1.37542 -0.60786
H7 0.93671 -1.43463 -1.21769
H8 2.43003 -0.52931 -1.37656
H9 1.08483 -0.15816 -2.45811

Output
- molar mass (g mol⁻¹) = 99.133
- SMILES string = C[C@@H]1C(=O)N[C@@H]1C
- HOMO-LUMO gap (eV) = 9.9


Q:
C5H9NO | ωB97M-V with the def2-TZVPD basis set

Element x y z (Å)
C1 -1.30151 -1.23182 -0.72556
C2 -0.84483 0.02137 0.00369
O1 -1.60375 0.08633 1.19265
C3 0.67215 0.02760 0.37056
C4 1.66064 0.44278 -0.72791
C5 0.75035 0.99697 1.47356
N1 0.64084 1.81991 2.28059
H1 -0.85508 -1.32116 -1.72106
H2 -2.38968 -1.19072 -0.83663
H3 -1.06021 -2.12540 -0.13987
H4 -1.03676 0.90371 -0.63047
H5 -1.32309 0.87348 1.69370
H6 0.93321 -0.96596 0.75629
H7 2.64272 0.64112 -0.28558
H8 1.32943 1.36150 -1.22297
H9 1.78556 -0.33973 -1.48100

Output
- molar mass (g mol⁻¹) = 99.133
- SMILES string = C[C@@H](O)[C@@H](C)C#N
- HOMO-LUMO gap (eV) = 11.5


R:
C5H9NO | ωB97M-V with the def2-TZVPD basis set

Element x y z (Å)
C1 2.10190 0.15685 -0.24258
C2 0.66780 -0.31109 -0.27580
C3 0.24268 -1.23527 0.84091
C4 -2.16241 1.18100 0.34220
N1 -1.62110 0.62650 -0.72356
C5 -0.29262 0.48189 -1.02644
O1 0.17796 -0.72194 -1.58141
H1 2.79641 -0.68339 -0.34929
H2 2.30722 0.65212 0.71403
H3 2.27780 0.87437 -1.04745
H4 0.34938 -0.74650 1.81731
H5 0.87214 -2.13298 0.84583
H6 -0.79933 -1.54350 0.72109
H7 -1.51578 1.38022 1.18696
H8 -3.16197 1.58686 0.28574
H9 -2.24010 0.43487 -1.50754

Output
- molar mass (g mol⁻¹) = 99.133
- HOMO-LUMO gap (alpha / beta) (eV) = 7.5 / 8.1


S:
C5H9NO | ωB97M-V with the def2-TZVPD basis set

Element x y z (Å)
C1 0.24885 0.89910 -0.77066
C2 -1.07384 1.19169 -0.89110
N1 -1.72740 1.06346 0.36863
C3 -0.80959 0.49639 1.20951
C4 0.40604 0.40406 0.63053
C5 -0.99515 0.02748 2.61955
H1 1.15976 1.02444 -1.30832
H2 -1.61021 1.45951 -1.83920
H3 -2.58773 1.56002 0.75887
H4 1.40245 0.44839 1.22017
H5 -1.94143 0.00572 3.14682
H6 -0.52052 -0.98400 2.62826
H7 -0.30654 0.70162 3.19649
H8 2.38176 -2.65984 -3.39408
H9 2.57093 -3.57568 -2.26201
O1 3.11069 -2.94210 -2.68931

Output
- molar mass (g mol⁻¹) = 99.133
- SMILES string = Cc1ccc[nH]1.O
- HOMO-LUMO gap (eV) = 8.9


Result of the stability comparison: R is the least stable of them.


P:
C2H5NO | ωB97M-V with the def2-TZVPD basis set

Element x y z (Å)
C1 -0.39679 0.49408 -1.82559
N1 -1.05664 0.05424 -0.81621
H1 -0.83935 0.60351 -2.82406
H2 0.54730 1.03323 -1.67089
H3 -1.19850 -0.95464 -0.95920
O1 1.16381 -1.10943 1.25603
C2 0.72859 -0.28520 2.01058
H4 -0.27099 0.15144 1.92808
H5 1.32256 0.01277 2.90128

Output
- molar mass (g mol⁻¹) = 59.068
- SMILES string = C=N.C=O
- HOMO-LUMO gap (eV) = 9.3


Q:
C2H5NO | ωB97M-V with the def2-TZVPD basis set

Element x y z (Å)
C1 -1.16115 -0.12231 0.34926
C2 0.07837 0.07790 -0.11960
O1 0.34753 1.06948 -1.01621
N1 1.20914 -0.65224 0.18653
H1 -1.43893 -1.02271 0.87728
H2 -0.49512 1.22395 -1.46290
H3 -1.89354 0.66954 0.23920
H4 2.06802 -0.29152 -0.19910
H5 1.28569 -0.95209 1.14555

Output
- molar mass (g mol⁻¹) = 59.068
- SMILES string = C=C(N)O
- HOMO-LUMO gap (eV) = 9.1


R:
C2H5NO | ωB97M-V with the def2-TZVPD basis set

Element x y z (Å)
C1 -0.48896 1.01638 -0.06678
C2 1.34544 -0.40967 0.11468
N1 0.80786 -1.33099 -0.57651
O1 0.79597 0.77674 0.46458
H1 -1.13556 0.25825 0.08601
H2 -0.43541 1.37328 -1.12069
H3 1.50843 -2.07250 -0.73546
H4 2.33457 -0.31303 0.38480
H5 -0.77628 1.91912 0.37100

Output
- molar mass (g mol⁻¹) = 59.068
- SMILES string = [H]/N=C/OC
- HOMO-LUMO gap (eV) = 11.3


S:
C2H5NO | ωB97M-V with the def2-TZVPD basis set

Element x y z (Å)
C1 -0.73013 -1.22500 -0.19698
N1 0.04248 -0.60273 -0.98611
C2 0.62151 1.49917 0.63590
O1 -0.43045 1.77376 1.15974
H1 -1.14618 -0.68704 0.65885
H2 -1.00469 -2.27957 -0.30817
H3 1.29728 0.72663 1.04980
H4 0.35966 -1.21441 -1.74093
H5 0.99052 2.00918 -0.27210

Output
- molar mass (g mol⁻¹) = 59.068
- SMILES string = C=N.C=O
- HOMO-LUMO gap (eV) = 10.8


Result of the stability comparison: P is the least stable of them.